Entry 1:
The following is a quantum chemistry calculation of a structure of composition C45H108Hg2N9O14, from the Open Molecules 2025 dataset.

For the maximum force, the calculation gives 6.75 eV Å⁻¹. Its HOMO energy is -9.43 eV. The gap between HOMO and LUMO is 0.0451 Ha. The energy above the lowest of the compared OMol25 structures with the same formula, charge and spin comes out at 359.10 kcal per mole. Its total charge is +1. Its multiplicity is 1.

Positions of all 178 atoms, in Å:
Hg1 -5.293 -2.551 -3.399
Hg2 4.379 3.279 1.086
C1 -0.744 3.062 4.209
C2 -0.167 4.206 3.404
C3 -0.921 5.509 3.681
O1 1.206 4.457 3.463
H1 -0.155 2.166 4.015
H2 -1.793 2.902 3.959
H3 -0.564 3.252 5.267
H4 -0.380 3.963 2.363
H5 -0.875 6.114 2.776
H6 -0.438 6.114 4.449
H7 -1.977 5.288 3.831
C4 -0.086 0.929 -2.514
C5 0.911 0.998 -1.599
C6 0.929 -0.038 -0.443
O2 1.909 -0.070 0.462
C7 -0.019 -1.009 -0.284
C8 -1.153 -1.117 -1.194
C9 -1.169 -0.131 -2.413
O3 -2.005 -0.355 -3.316
O4 -2.112 -1.850 -1.006
O5 1.804 1.866 -1.844
H8 -0.161 1.589 -3.365
H9 0.038 -1.653 0.582
C10 -8.255 6.915 -5.591
C11 -6.815 7.148 -6.102
C12 -6.039 5.923 -6.641
O6 -5.081 6.231 -7.662
C13 -4.348 5.097 -8.005
N1 -6.992 8.061 -7.243
H10 -8.872 6.326 -6.269
H11 -8.887 7.790 -5.446
H12 -8.269 6.383 -4.640
H13 -6.141 7.774 -5.518
H14 -6.786 5.232 -7.033
H15 -5.514 5.369 -5.863
H16 -3.851 5.278 -8.958
H17 -5.061 4.276 -8.083
H18 -3.628 4.921 -7.207
H19 -6.278 7.797 -7.907
H20 -7.936 8.128 -7.595
C14 6.346 7.016 -2.668
C15 7.416 6.601 -1.648
C16 8.614 7.618 -1.653
O7 9.620 7.065 -0.754
C17 10.856 7.824 -0.709
N2 6.727 6.411 -0.323
H21 5.314 6.770 -2.417
H22 6.568 6.521 -3.614
H23 6.354 8.098 -2.794
H24 7.714 5.638 -2.063
H25 8.336 8.587 -1.240
H26 8.972 7.848 -2.656
H27 10.521 8.596 -0.016
H28 11.102 8.202 -1.701
H29 11.641 7.240 -0.229
H30 7.548 6.445 0.266
H31 6.214 7.250 -0.094
C18 3.576 -0.874 8.762
C19 3.176 -1.589 7.472
C20 1.755 -2.292 7.482
O8 1.641 -3.207 8.629
C21 0.421 -3.916 8.463
N3 3.119 -0.579 6.447
H32 4.015 -1.497 9.541
H33 2.814 -0.218 9.184
H34 4.401 -0.203 8.521
H35 3.948 -2.328 7.255
H36 1.296 -2.726 6.594
H37 0.972 -1.563 7.692
H38 0.333 -4.457 7.520
H39 -0.403 -3.205 8.519
H40 0.076 -4.643 9.198
H41 2.314 -0.011 6.669
H42 2.720 -1.005 5.622
C22 0.569 -0.336 -10.190
C23 0.153 -1.302 -8.934
C24 1.318 -1.360 -7.943
O9 1.131 -2.540 -7.014
C25 2.130 -2.738 -6.032
N4 -1.010 -0.645 -8.323
H43 1.475 -0.532 -10.764
H44 0.899 0.581 -9.701
H45 -0.213 -0.073 -10.902
H46 -0.138 -2.331 -9.146
H47 1.309 -0.472 -7.312
H48 2.272 -1.401 -8.468
H49 2.417 -3.782 -5.903
H50 1.671 -2.388 -5.107
H51 3.025 -2.210 -6.361
H52 -1.225 0.205 -8.824
H53 -0.811 -0.342 -7.380
C26 8.811 1.371 4.609
C27 8.183 2.112 3.401
C28 8.450 1.385 2.061
O10 7.530 1.781 0.992
C29 7.778 0.969 -0.236
N5 6.798 2.274 3.548
H54 9.899 1.369 4.675
H55 8.277 0.428 4.722
H56 8.450 1.746 5.566
H57 8.536 3.128 3.225
H58 8.421 0.296 2.020
H59 9.421 1.669 1.655
H60 6.836 0.890 -0.779
H61 8.081 -0.040 0.042
H62 8.616 1.321 -0.839
H63 6.611 2.802 4.388
H64 6.377 1.414 3.869
C30 5.318 -4.401 3.317
C31 4.453 -5.233 2.398
C32 3.036 -5.471 3.061
O11 2.181 -6.279 2.185
C33 0.833 -6.104 2.381
N6 4.053 -4.581 1.215
H65 5.300 -4.717 4.360
H66 5.099 -3.333 3.323
H67 6.336 -4.539 2.954
H68 4.850 -6.214 2.137
H69 2.563 -4.525 3.325
H70 3.136 -6.034 3.989
H71 0.458 -7.077 2.063
H72 0.387 -5.246 1.879
H73 0.496 -6.161 3.416
H74 3.776 -3.628 1.402
H75 3.105 -4.922 1.141
C34 -2.474 -6.411 -6.755
C35 -3.518 -6.056 -5.756
C36 -3.014 -6.125 -4.319
O12 -4.131 -6.006 -3.423
C37 -4.310 -7.032 -2.463
N7 -3.972 -4.670 -5.891
H76 -2.937 -6.171 -7.712
H77 -1.915 -7.339 -6.639
H78 -1.734 -5.614 -6.688
H79 -4.272 -6.843 -5.728
H80 -2.206 -5.469 -3.996
H81 -2.622 -7.126 -4.141
H82 -5.011 -6.559 -1.775
H83 -3.397 -7.208 -1.895
H84 -4.600 -8.034 -2.780
H85 -4.777 -4.584 -6.496
H86 -3.316 -4.047 -6.341
C38 -5.952 3.166 -1.000
C39 -6.354 2.182 -0.030
C40 -7.237 2.954 1.015
O13 -8.043 1.986 1.669
C41 -8.950 2.565 2.626
N8 -6.950 1.046 -0.660
H87 -6.684 3.840 -1.445
H88 -5.361 2.609 -1.727
H89 -5.193 3.756 -0.487
H90 -5.543 1.673 0.491
H91 -7.937 3.642 0.542
H92 -6.634 3.573 1.680
H93 -9.814 1.909 2.731
H94 -9.253 3.558 2.295
H95 -8.515 2.644 3.623
H96 -7.762 0.786 -0.118
H97 -7.477 1.276 -1.490
C42 -5.301 -7.407 5.486
C43 -4.982 -6.668 6.806
C44 -5.117 -5.166 6.668
O14 -4.112 -4.599 5.763
C45 -3.984 -3.149 5.750
N9 -5.853 -7.267 7.818
H98 -5.719 -8.413 5.530
H99 -4.467 -7.406 4.785
H100 -6.110 -6.946 4.920
H101 -3.974 -6.923 7.134
H102 -5.035 -4.687 7.643
H103 -6.111 -5.037 6.238
H104 -4.910 -2.576 5.696
H105 -3.333 -3.018 4.886
H106 -3.534 -2.971 6.727
H107 -5.977 -8.255 7.651
H108 -5.494 -7.155 8.755

***

Entry 2:
The following is a quantum chemistry calculation of a cluster of 11 separate species, C45H109Cl6O27P3 in total, from the Open Molecules 2025 dataset.

For the maximum force, the calculation gives 4.24 eV Å⁻¹. Its HOMO energy is -9.11 eV. The gap between HOMO and LUMO is 0.3507 Ha. As for the SMILES: COP(=O)(OC)OC.COP(=O)(OC)OC.COP(=O)(OC)OC.COCCOCCOC.COCCOCCOC.COCCOCCOC.COCCOCCOC.COCCOCCOC.ClCCCl.ClCCCl.ClCCCl. Its total charge is 0. Its multiplicity is 1.

Positions of all 190 atoms, in Å:
Cl1 -6.233 37.269 3.422
C1 -5.927 35.868 4.514
C2 -7.286 35.338 5.084
Cl2 -8.414 34.750 3.817
H1 -5.236 36.207 5.286
H2 -5.398 35.134 3.906
H3 -7.761 36.201 5.551
H4 -7.130 34.531 5.800
Cl3 0.720 32.882 2.693
C3 -0.525 32.327 1.452
C4 -0.117 32.598 0.056
Cl4 1.582 32.485 -0.292
H5 -1.499 32.733 1.723
H6 -0.644 31.248 1.551
H7 -0.363 33.645 -0.121
H8 -0.648 31.888 -0.578
Cl5 3.582 35.353 1.848
C5 2.444 36.707 1.809
C6 1.130 36.245 1.171
Cl6 1.245 36.216 -0.636
H9 2.914 37.515 1.248
H10 2.233 37.065 2.816
H11 0.258 36.835 1.455
H12 0.857 35.243 1.502
C7 -4.639 30.415 7.668
O1 -4.256 31.642 8.251
P1 -3.879 32.969 7.305
O2 -4.917 33.400 6.324
O3 -2.475 32.596 6.610
C8 -1.997 33.191 5.426
O4 -3.503 34.177 8.383
C9 -2.447 33.909 9.325
H13 -4.324 29.644 8.372
H14 -4.393 30.259 6.618
H15 -5.726 30.483 7.704
H16 -2.591 34.077 5.203
H17 -1.943 32.530 4.561
H18 -0.946 33.455 5.540
H19 -2.477 34.451 10.271
H20 -1.549 34.270 8.823
H21 -2.405 32.863 9.629
C10 0.194 40.522 -6.337
O5 0.759 39.505 -5.530
P2 0.177 39.051 -4.032
O6 0.096 40.090 -3.008
O7 1.049 37.724 -3.687
C11 2.367 37.720 -4.104
O8 -1.288 38.427 -4.390
C12 -1.913 37.806 -3.263
H22 0.942 41.214 -6.723
H23 -0.534 41.129 -5.800
H24 -0.314 40.027 -7.165
H25 2.624 38.384 -4.929
H26 2.517 36.653 -4.270
H27 3.017 37.920 -3.253
H28 -2.689 37.085 -3.522
H29 -2.553 38.605 -2.888
H30 -1.227 37.391 -2.525
C13 -8.075 39.505 -0.841
O9 -8.190 39.169 -2.230
P3 -7.036 38.642 -3.208
O10 -5.782 39.394 -3.027
O11 -7.803 38.717 -4.661
C14 -7.669 39.796 -5.564
O12 -6.937 37.059 -2.908
C15 -5.885 36.283 -3.556
H31 -7.216 40.146 -0.647
H32 -7.966 38.662 -0.159
H33 -8.992 39.881 -0.388
H34 -7.311 39.496 -6.549
H35 -6.975 40.537 -5.166
H36 -8.606 40.351 -5.616
H37 -6.455 35.378 -3.768
H38 -5.025 35.981 -2.958
H39 -5.689 36.631 -4.571
C16 3.279 35.511 5.403
O13 2.545 36.646 5.791
C17 3.272 37.808 6.235
C18 3.553 38.828 5.136
O14 2.377 39.019 4.419
C19 2.318 40.274 3.675
C20 0.987 40.310 2.872
O15 0.996 39.394 1.860
C21 0.208 39.801 0.800
H40 3.974 35.607 4.569
H41 2.519 34.820 5.040
H42 3.732 35.093 6.302
H43 4.155 37.447 6.763
H44 2.685 38.321 6.996
H45 4.306 38.472 4.433
H46 3.919 39.765 5.554
H47 3.134 40.183 2.958
H48 2.462 41.200 4.231
H49 0.930 41.323 2.475
H50 0.164 40.097 3.554
H51 -0.813 40.024 1.110
H52 0.190 39.031 0.029
H53 0.621 40.731 0.408
C22 -5.110 44.549 12.679
O16 -4.625 44.069 11.391
C23 -5.096 44.849 10.349
C24 -4.641 44.211 8.974
O17 -4.941 42.808 8.949
C25 -4.872 42.317 7.663
C26 -4.969 40.793 7.810
O18 -4.981 40.335 6.436
C27 -4.765 38.977 6.296
H54 -6.181 44.348 12.662
H55 -4.839 45.590 12.856
H56 -4.749 44.018 13.561
H57 -4.806 45.895 10.447
H58 -6.176 44.888 10.486
H59 -3.577 44.370 8.797
H60 -5.105 44.796 8.180
H61 -3.991 42.589 7.081
H62 -5.675 42.609 6.987
H63 -5.814 40.392 8.369
H64 -4.179 40.320 8.394
H65 -4.430 38.602 5.329
H66 -5.628 38.444 6.694
H67 -3.934 38.656 6.926
C28 -0.958 37.299 7.350
O19 -1.838 37.323 6.200
C29 -1.203 36.854 4.956
C30 -2.250 36.668 3.859
O20 -1.731 35.951 2.709
C31 -2.614 35.747 1.569
C32 -3.450 36.932 1.004
O21 -2.689 38.019 0.434
C33 -3.626 38.881 -0.241
H68 -0.322 38.184 7.363
H69 -0.340 36.411 7.482
H70 -1.605 37.425 8.218
H71 -0.567 35.976 5.072
H72 -0.514 37.646 4.663
H73 -2.548 37.654 3.502
H74 -3.102 36.109 4.247
H75 -3.260 34.895 1.780
H76 -1.871 35.545 0.797
H77 -4.076 37.394 1.767
H78 -4.253 36.546 0.376
H79 -3.978 38.420 -1.164
H80 -3.141 39.829 -0.473
H81 -4.424 39.123 0.462
C34 -1.925 47.697 13.812
O22 -1.236 46.687 13.121
C35 -0.800 45.577 13.925
C36 0.141 44.697 13.123
O23 -0.394 43.450 12.650
C37 -1.417 43.615 11.642
C38 -2.075 42.292 11.268
O24 -1.136 41.395 10.667
C39 -1.669 40.086 10.496
H82 -2.272 48.501 13.162
H83 -1.393 48.125 14.661
H84 -2.843 47.288 14.233
H85 -1.722 45.105 14.264
H86 -0.200 46.081 14.683
H87 1.089 44.448 13.598
H88 0.358 45.310 12.249
H89 -0.957 44.063 10.761
H90 -2.140 44.382 11.921
H91 -3.025 42.433 10.754
H92 -2.422 41.847 12.200
H93 -1.996 39.728 11.472
H94 -0.873 39.502 10.033
H95 -2.534 40.134 9.834
C40 -2.751 41.965 2.086
O25 -1.922 41.666 3.216
C41 -2.633 41.070 4.288
C42 -1.798 40.919 5.598
O26 -1.130 42.114 6.035
C43 -0.652 41.987 7.411
C44 0.326 43.090 7.806
O27 1.529 43.192 7.055
C45 2.427 42.082 7.101
H96 -3.420 42.818 2.197
H97 -3.346 41.144 1.687
H98 -2.093 42.318 1.291
H99 -2.920 40.075 3.948
H100 -3.490 41.670 4.593
H101 -1.102 40.090 5.465
H102 -2.479 40.538 6.359
H103 -0.161 41.041 7.640
H104 -1.525 42.007 8.063
H105 0.510 43.079 8.880
H106 -0.198 44.045 7.752
H107 2.727 41.874 8.128
H108 3.377 42.336 6.631
H109 2.057 41.209 6.563